Here is a cluster of 2 separate species, C32H30F3N2O2 in total from the OMol25 dataset. Energies are from the ωB97M-V functional and the def2-TZVPD basis.

Properties
* highest occupied orbital energy: -8.9 eV
* E_tot: -48891.2311 eV
* E_LUMO: -5.2019 eV
* Kohn-Sham gap: 3.70 eV
* total charge: +1
* 2S+1: 1

CARTESIAN COORDINATES (ANGSTROEM)
1 C -6.257 2.383 -3.975
2 O -5.964 2.334 -2.552
3 C -4.676 2.298 -2.129
4 C -4.425 1.910 -0.782
5 C -3.138 1.651 -0.371
6 C -2.025 1.855 -1.247
7 C -0.703 1.584 -0.790
8 C 0.445 1.653 -1.643
9 C 1.660 2.179 -1.101
10 C 2.767 2.345 -1.919
11 C 2.665 1.980 -3.281
12 O 3.812 2.146 -3.988
13 C 4.840 2.613 -3.047
14 C 4.183 2.797 -1.673
15 C 1.478 1.490 -3.857
16 C 0.403 1.277 -3.026
17 C -2.298 2.454 -2.514
18 C -3.588 2.651 -2.962
19 H -7.331 2.194 -4.012
20 H -6.033 3.374 -4.400
21 H -5.714 1.608 -4.539
22 H -5.276 1.794 -0.115
23 H -2.943 1.301 0.643
24 H -0.548 1.606 0.291
25 H 1.683 2.532 -0.063
26 H 5.620 1.843 -3.019
27 H 5.252 3.546 -3.453
28 H 4.253 3.845 -1.345
29 H 4.682 2.175 -0.913
30 H 1.473 1.299 -4.920
31 H -0.516 0.888 -3.456
32 H -1.482 2.788 -3.151
33 H -3.775 3.065 -3.953
34 C -0.593 -0.269 3.799
35 N -0.950 -1.017 2.613
36 C -0.098 -1.061 1.436
37 H -0.259 -0.142 0.773
38 C 1.385 -1.152 1.754
39 C 1.866 -2.237 2.502
40 C 3.216 -2.331 2.803
41 C 4.088 -1.355 2.353
42 C 5.550 -1.469 2.676
43 F 6.333 -0.827 1.759
44 F 5.837 -0.920 3.903
45 F 5.967 -2.771 2.719
46 C 3.630 -0.251 1.635
47 C 2.269 -0.157 1.337
48 N -0.632 -2.202 0.731
49 C 0.036 -2.773 -0.414
50 C -1.628 -2.817 1.449
51 C -1.819 -2.086 2.636
52 C -2.566 -2.612 3.690
53 C -3.161 -3.860 3.505
54 C -2.983 -4.584 2.314
55 C -2.196 -4.080 1.275
56 H -1.344 -0.445 4.573
57 H 0.386 -0.582 4.193
58 H -0.557 0.805 3.576
59 H 1.165 -3.004 2.850
60 H 3.564 -3.180 3.389
61 H 4.329 0.512 1.320
62 H 1.905 0.708 0.774
63 H -0.521 -3.645 -0.765
64 H 0.088 -2.027 -1.218
65 H 1.058 -3.092 -0.160
66 H -2.653 -2.052 4.621
67 H -3.772 -4.295 4.297
68 H -3.461 -5.557 2.210
69 H -2.000 -4.628 0.356

natural (NBO) population analysis, charges in e, atoms 1 to 2:
1. C -0.2658
2. O -0.4570

Here is a cluster of 8 separate species, C32H30F7N2O27P in total from the OMol25 dataset. Energies are from the ωB97M-V functional and the def2-TZVPD basis.

Properties
* highest occupied orbital energy: -8.9 eV
* E_tot: -120242.5639 eV
* E_LUMO: -0.8768 eV
* Kohn-Sham gap: 7.99 eV
* 2S+1: 1

CARTESIAN COORDINATES (ANGSTROEM)
1 N -2.892 -5.624 -2.799
2 P -1.503 -5.570 -3.519
3 O -1.325 -6.938 -4.394
4 O -1.422 -4.299 -4.467
5 C -0.239 -5.537 -2.199
6 C 0.357 -6.692 -1.937
7 C 1.361 -6.748 -0.814
8 O 2.343 -7.457 -0.864
9 C 1.026 -5.855 0.350
10 C 1.279 -6.226 1.633
11 C 0.910 -5.383 2.658
12 C 0.299 -4.180 2.419
13 C -0.094 -3.359 3.691
14 O 0.870 -3.660 4.719
15 N 2.091 -3.108 4.332
16 O 2.969 -3.842 4.571
17 C 0.037 -3.758 1.086
18 C 0.411 -4.629 0.096
19 C 0.129 -4.303 -1.371
20 O 0.219 -3.193 -1.844
21 H -3.400 -6.470 -3.035
22 H -1.758 -7.640 -3.895
23 H -2.321 -4.217 -4.828
24 H 0.121 -7.604 -2.478
25 H 1.764 -7.180 1.824
26 H 1.093 -5.719 3.673
27 H -0.034 -2.295 3.459
28 H -1.092 -3.674 3.998
29 H -0.462 -2.821 0.874
30 O 0.563 -0.972 2.062
31 C 0.103 0.063 2.420
32 O 0.803 1.210 2.545
33 C -0.129 2.253 2.871
34 C -1.265 1.471 3.474
35 F -2.463 2.065 3.219
36 O -1.206 0.241 2.774
37 H -0.418 2.770 1.967
38 H 0.305 2.969 3.563
39 H -1.170 1.285 4.545
40 O 0.148 4.762 1.707
41 C 1.018 4.668 0.900
42 O 1.749 5.704 0.425
43 C 2.774 5.149 -0.420
44 C 2.165 3.828 -0.801
45 F 3.118 2.883 -0.973
46 O 1.393 3.495 0.340
47 H 3.696 5.035 0.151
48 H 2.969 5.788 -1.277
49 H 1.520 3.858 -1.676
50 O 2.230 3.280 -3.881
51 C 1.759 2.195 -3.769
52 O 2.060 1.148 -4.567
53 C 1.408 -0.010 -4.025
54 C 0.287 0.610 -3.239
55 F -0.018 -0.125 -2.147
56 O 0.842 1.846 -2.816
57 H 2.105 -0.559 -3.391
58 H 1.054 -0.669 -4.814
59 H -0.619 0.799 -3.816
60 O -3.197 -1.838 -3.991
61 C -3.668 -0.793 -3.701
62 O -2.966 0.368 -3.668
63 C -3.899 1.426 -3.407
64 C -5.027 0.684 -2.738
65 F -6.229 1.250 -3.013
66 O -4.969 -0.593 -3.351
67 H -4.203 1.884 -4.349
68 H -3.461 2.190 -2.769
69 H -4.917 0.573 -1.659
70 O -5.037 3.773 -1.193
71 C -5.326 3.086 -0.273
72 O -6.471 3.195 0.444
73 C -6.506 2.100 1.368
74 C -5.047 1.749 1.490
75 F -4.873 0.423 1.705
76 O -4.541 2.075 0.206
77 H -7.095 1.284 0.945
78 H -6.948 2.400 2.315
79 H -4.508 2.314 2.250
80 O 1.765 9.509 4.014
81 C 1.535 9.508 2.854
82 O 0.666 10.355 2.240
83 C 0.772 10.131 0.833
84 C 1.315 8.726 0.779
85 F 2.120 8.544 -0.300
86 O 2.101 8.652 1.953
87 H 1.462 10.857 0.399
88 H -0.195 10.228 0.346
89 H 0.554 7.945 0.801
90 O 6.386 -2.516 -0.420
91 C 6.159 -3.231 0.495
92 O 5.026 -3.193 1.241
93 C 5.075 -4.297 2.150
94 C 6.553 -4.571 2.233
95 F 6.806 -5.890 2.431
96 O 7.010 -4.204 0.944
97 H 4.520 -5.138 1.729
98 H 4.642 -4.034 3.112
99 H 7.081 -3.985 2.988

Mulliken population analysis, charges in e, atoms 1 to 2:
1. N -0.7896
2. P 0.8024

Here is a structure of composition C32H30FFeN2O2S from the OMol25 dataset. Energies are from the ωB97M-V functional and the def2-TZVPD basis.

Properties
* highest occupied orbital energy (alpha / beta): -7.8 / -7.8 eV
* E_tot: -88685.3918 eV
* expectation value of S²: 8.773
* E_LUMO (alpha / beta): -0.9228 / -1.7507 eV
* Kohn-Sham gap (alpha / beta): 6.84 / 6.08 eV
* 2S+1: 6

CARTESIAN COORDINATES (ANGSTROEM)
1 Fe -1.216 -0.061 0.867
2 O -5.155 1.120 0.455
3 C -4.189 0.335 0.495
4 O -2.952 0.741 0.287
5 C -4.549 -1.152 0.703
6 C -5.762 -1.664 0.265
7 C -5.976 -3.053 0.225
8 C -5.020 -3.906 0.698
9 C -3.836 -3.352 1.253
10 C -3.602 -1.989 1.369
11 S -2.305 -1.439 2.362
12 H -6.579 -1.025 -0.080
13 H -6.926 -3.473 -0.080
14 H -5.133 -4.991 0.551
15 H -3.050 -3.963 1.660
16 C 1.796 0.453 -3.645
17 C 0.853 0.644 -2.460
18 C 0.037 1.936 -2.542
19 C 1.770 0.531 -1.206
20 C 2.888 1.342 -1.064
21 C 3.710 1.304 0.091
22 C 3.419 0.364 1.075
23 C 2.346 -0.500 0.981
24 C 2.224 -1.603 1.969
25 C 1.916 -1.114 3.384
26 C 3.498 -2.479 2.031
27 C 1.400 -0.314 -0.093
28 N 0.138 -0.986 -0.169
29 C 0.002 -2.199 -0.956
30 C 0.994 -3.181 -0.853
31 C 0.967 -4.318 -1.669
32 C -0.058 -4.540 -2.579
33 C -1.139 -3.594 -2.671
34 C -1.101 -2.478 -1.849
35 F -2.158 -1.561 -2.007
36 H 1.323 0.293 -4.599
37 H 2.454 -0.397 -3.413
38 H 2.441 1.337 -3.800
39 H 0.176 -0.230 -2.457
40 H 0.622 2.809 -2.856
41 H -0.355 2.195 -1.548
42 H -0.826 1.820 -3.195
43 H 3.027 2.075 -1.890
44 H 4.527 1.969 0.159
45 H 4.086 0.306 1.949
46 H 1.393 -2.295 1.694
47 H 2.536 -0.253 3.607
48 H 2.041 -1.926 4.130
49 H 0.893 -0.759 3.476
50 H 4.358 -2.001 2.468
51 H 3.828 -2.757 0.990
52 H 3.313 -3.432 2.525
53 H 1.895 -2.977 -0.307
54 H 1.739 -5.040 -1.686
55 H -0.050 -5.436 -3.205
56 H -1.987 -3.811 -3.365
57 N -0.633 1.825 1.224
58 C -0.340 2.950 1.178
59 C 0.048 4.288 1.140
60 C 1.457 4.557 1.164
61 C 1.881 5.863 1.082
62 C 0.918 6.888 1.030
63 C -0.454 6.652 1.051
64 C -0.882 5.340 1.194
65 H 2.159 3.735 1.182
66 H 2.957 6.089 1.064
67 H 1.315 7.895 1.014
68 H -1.169 7.451 0.850
69 H -1.942 5.142 1.352

natural (NBO) population analysis, charges in e, atoms 1 to 2:
1. Fe 1.7053
2. O -0.6292

Here is a cluster of 2 separate species, C32H31BF6O2S in total from the OMol25 dataset. Energies are from the ωB97M-V functional and the def2-TZVPD basis.

Properties
* highest occupied orbital energy: -8.1 eV
* E_tot: -65602.5472 eV
* E_LUMO: -0.0660 eV
* Kohn-Sham gap: 7.99 eV
* 2S+1: 1

CARTESIAN COORDINATES (ANGSTROEM)
1 C 0.467 1.833 3.850
2 C 0.298 0.451 3.228
3 C -0.679 -0.395 4.027
4 O -0.367 0.686 1.961
5 B 0.682 0.739 1.051
6 C 0.485 1.709 -0.143
7 C -0.653 2.684 0.139
8 C -0.407 3.789 0.972
9 C -1.426 4.713 1.232
10 C -2.702 4.534 0.694
11 C -2.957 3.427 -0.123
12 C -1.929 2.529 -0.417
13 C 0.831 1.449 -1.583
14 C 2.003 0.723 -1.834
15 C 2.592 0.691 -3.091
16 C 1.957 1.340 -4.148
17 C 2.562 1.330 -5.529
18 F 1.636 1.581 -6.501
19 F 3.142 0.131 -5.836
20 F 3.530 2.290 -5.658
21 C 0.759 2.012 -3.953
22 C 0.219 2.080 -2.669
23 O 1.707 -0.132 1.328
24 C 1.667 -0.275 2.796
25 C 2.933 0.423 3.282
26 C 1.715 -1.772 3.098
27 H 0.871 1.795 4.868
28 H 1.112 2.480 3.238
29 H -0.507 2.335 3.895
30 H -0.296 -0.641 5.020
31 H -1.607 0.183 4.153
32 H -0.936 -1.321 3.495
33 H 1.426 2.204 0.253
34 H 0.586 3.941 1.373
35 H -1.206 5.580 1.851
36 H -3.499 5.257 0.891
37 H -3.947 3.261 -0.558
38 H -2.091 1.681 -1.090
39 H 2.455 0.194 -0.998
40 H 3.529 0.163 -3.239
41 H 0.254 2.478 -4.789
42 H -0.704 2.644 -2.545
43 H 2.980 0.488 4.379
44 H 3.819 -0.124 2.938
45 H 3.003 1.430 2.854
46 H 1.752 -1.992 4.183
47 H 0.845 -2.288 2.659
48 H 2.616 -2.214 2.646
49 C -0.234 -6.150 2.185
50 C -0.602 -4.801 1.732
51 C -1.726 -4.064 2.092
52 C -1.857 -2.862 1.346
53 C -0.865 -2.701 0.379
54 C -0.905 -1.851 -0.778
55 C -2.033 -1.035 -1.042
56 C -2.258 -0.591 -2.340
57 C -1.357 -0.945 -3.332
58 C -1.685 -0.657 -4.769
59 F -0.560 -0.593 -5.552
60 F -2.493 -1.631 -5.296
61 F -2.329 0.547 -4.927
62 C -0.152 -1.578 -3.049
63 C 0.092 -1.986 -1.753
64 S 0.329 -3.984 0.532
65 H -0.962 -6.463 2.941
66 H -0.238 -6.855 1.340
67 H 0.777 -6.166 2.619
68 H -2.439 -4.411 2.844
69 H -2.705 -2.184 1.411
70 H -2.770 -0.876 -0.262
71 H -3.133 0.000 -2.612
72 H 0.565 -1.751 -3.842
73 H 1.019 -2.511 -1.517

Mulliken population analysis, charges in e, atoms 1 to 2:
1. C -1.8876
2. C 1.7936

Here is a cluster of 5 separate species, C32H31Br2F32N2O6 in total from the OMol25 dataset. Energies are from the ωB97M-V functional and the def2-TZVPD basis.

Properties
* highest occupied orbital energy: -13.1 eV
* E_tot: -275988.3069 eV
* E_LUMO: -4.9611 eV
* Kohn-Sham gap: 8.14 eV
* total charge: +1
* 2S+1: 1

CARTESIAN COORDINATES (ANGSTROEM)
1 C 0.180 0.443 -3.971
2 C -0.922 -0.439 -4.581
3 O -1.808 -0.860 -3.546
4 C -1.800 0.259 -5.691
5 C -1.201 1.519 -6.291
6 C -1.405 2.837 -5.779
7 C -2.299 3.067 -4.565
8 Br -4.160 2.505 -4.914
9 C -2.377 4.549 -4.084
10 C -1.023 5.113 -3.562
11 Br -3.259 5.731 -5.386
12 C -0.730 3.882 -6.449
13 C 0.081 3.633 -7.522
14 N 0.224 2.387 -7.988
15 C -0.393 1.363 -7.398
16 O -0.167 0.112 -7.969
17 C -0.954 0.019 -9.041
18 N -1.660 -0.141 -9.955
19 H -0.269 1.291 -3.432
20 H 0.923 0.740 -4.726
21 H 0.719 -0.162 -3.223
22 H -0.482 -1.345 -5.034
23 H -1.801 -1.826 -3.545
24 H -2.813 0.384 -5.296
25 H -1.887 -0.467 -6.517
26 H -1.893 2.463 -3.739
27 H -3.061 4.527 -3.223
28 H -0.649 5.854 -4.284
29 H -1.233 5.684 -2.645
30 H -0.288 4.329 -3.331
31 H -0.815 4.915 -6.120
32 H 0.632 4.421 -8.037
33 H 0.817 2.229 -8.802
34 C -4.050 -2.552 1.091
35 C -5.540 -2.309 1.407
36 C -6.473 -3.522 1.345
37 F -6.530 -4.059 0.111
38 F -7.733 -3.143 1.664
39 F -6.002 -1.316 0.614
40 F -5.593 -1.834 2.683
41 O -3.610 -2.234 -0.232
42 C -3.737 -3.175 -1.237
43 C -4.660 -2.695 -2.362
44 F -5.897 -2.442 -1.901
45 F -4.780 -3.646 -3.321
46 F -4.116 -4.357 -0.729
47 F -2.487 -3.363 -1.740
48 H -3.494 -1.860 1.722
49 H -3.714 -3.540 1.403
50 H -6.161 -4.294 2.053
51 H -4.274 -1.783 -2.824
52 C 0.522 -0.035 2.707
53 C -0.487 -1.154 2.384
54 C 0.094 -2.564 2.216
55 F 0.956 -2.638 1.186
56 F -0.896 -3.457 1.950
57 F -1.213 -0.795 1.295
58 F -1.365 -1.201 3.424
59 O 0.963 0.784 1.619
60 C 2.031 0.371 0.846
61 C 1.631 0.158 -0.615
62 F 0.675 -0.783 -0.731
63 F 2.699 -0.263 -1.337
64 F 2.613 -0.713 1.385
65 F 2.949 1.364 0.900
66 H -0.008 0.662 3.354
67 H 1.357 -0.392 3.309
68 H 0.602 -2.889 3.127
69 H 1.253 1.087 -1.048
70 C 4.488 -5.409 1.958
71 C 5.734 -5.906 1.196
72 C 7.062 -5.901 1.957
73 F 7.432 -4.661 2.327
74 F 8.045 -6.381 1.159
75 F 5.847 -5.215 0.040
76 F 5.484 -7.199 0.847
77 O 4.070 -4.063 1.727
78 C 4.627 -3.033 2.469
79 C 5.383 -2.033 1.592
80 F 6.392 -2.632 0.932
81 F 5.923 -1.058 2.360
82 F 5.384 -3.526 3.462
83 F 3.590 -2.393 3.069
84 H 3.659 -6.005 1.578
85 H 4.536 -5.641 3.022
86 H 7.008 -6.535 2.846
87 H 4.715 -1.579 0.859
88 C 1.878 4.483 7.269
89 C 1.800 3.020 6.787
90 C 1.490 2.792 5.306
91 F 0.281 3.266 4.954
92 F 1.474 1.457 5.040
93 F 0.923 2.345 7.561
94 F 3.023 2.466 7.022
95 O 0.728 5.024 7.914
96 C -0.283 5.591 7.150
97 C -1.610 4.847 7.316
98 F -1.498 3.560 6.930
99 F -2.561 5.418 6.542
100 F 0.094 5.693 5.862
101 F -0.441 6.853 7.600
102 H 2.639 4.490 8.049
103 H 2.261 5.152 6.498
104 H 2.248 3.254 4.667
105 H -1.937 4.868 8.357

Mulliken population analysis, charges in e, atoms 1 to 2:
1. C -1.1687
2. C 0.0874

Here is a structure of composition C32H31BrN9O4Pb from the OMol25 dataset. Energies are from the ωB97M-V functional and the def2-TZVPD basis.

Properties
* highest occupied orbital energy: -10.0 eV
* E_tot: -130574.0637 eV
* E_LUMO: -3.1113 eV
* Kohn-Sham gap: 6.87 eV
* total charge: +1
* 2S+1: 1

CARTESIAN COORDINATES (ANGSTROEM)
1 Pb 0.603 -0.379 -0.828
2 Br -6.674 -0.305 -3.081
3 C -4.826 -0.700 -2.898
4 C -4.000 -0.647 -4.032
5 C -2.659 -0.883 -3.914
6 C -2.037 -1.101 -2.652
7 O -0.752 -1.191 -2.585
8 C -2.914 -1.242 -1.528
9 C -2.449 -1.748 -0.279
10 N -1.224 -1.741 0.127
11 C -0.842 -2.478 1.255
12 C -1.652 -2.769 2.330
13 C -1.214 -3.626 3.354
14 C 0.014 -4.222 3.296
15 C 0.900 -3.903 2.243
16 C 2.197 -4.453 2.131
17 C 3.013 -4.060 1.107
18 C 2.551 -3.077 0.215
19 N 1.349 -2.557 0.282
20 C 0.494 -2.980 1.248
21 C -4.303 -1.033 -1.684
22 H -4.440 -0.414 -4.992
23 H -2.022 -0.872 -4.789
24 H -3.216 -2.236 0.329
25 H -2.644 -2.343 2.398
26 H -1.878 -3.835 4.183
27 H 0.324 -4.937 4.047
28 H 2.524 -5.182 2.862
29 H 4.004 -4.475 0.985
30 H 3.198 -2.682 -0.561
31 H -4.948 -1.101 -0.815
32 N 0.301 0.851 -5.345
33 C 1.035 0.249 -4.402
34 N 0.910 0.900 -3.269
35 C 0.063 1.926 -3.581
36 N -0.324 1.919 -4.840
37 C -0.366 2.943 -2.625
38 C -1.314 3.907 -2.983
39 N -1.658 4.876 -2.152
40 C -1.055 4.906 -0.968
41 C -0.150 3.923 -0.595
42 N 0.195 2.939 -1.418
43 H 0.182 0.606 -6.314
44 H 1.614 -0.646 -4.550
45 H -1.794 3.881 -3.953
46 H -1.305 5.733 -0.315
47 H 0.314 3.930 0.384
48 C 2.449 -0.701 2.975
49 O 2.525 -0.025 1.735
50 C 3.866 0.255 1.366
51 C 3.883 0.938 0.021
52 O 3.640 -0.008 -1.007
53 C 4.026 0.482 -2.282
54 H 2.856 -0.080 3.783
55 H 3.007 -1.642 2.951
56 H 1.397 -0.919 3.164
57 H 4.448 -0.673 1.315
58 H 4.325 0.915 2.113
59 H 4.864 1.400 -0.134
60 H 3.119 1.727 0.003
61 H 5.078 0.784 -2.275
62 H 3.411 1.331 -2.587
63 H 3.900 -0.339 -2.986
64 N 0.273 1.680 4.882
65 C -0.741 2.397 4.334
66 O -1.217 3.379 4.859
67 C -1.249 1.921 3.001
68 C -2.577 2.182 2.680
69 C -3.032 1.890 1.405
70 C -2.147 1.333 0.498
71 N -0.886 1.038 0.813
72 C -0.446 1.332 2.035
73 H 0.598 1.960 5.792
74 H 0.635 0.836 4.479
75 H -3.224 2.624 3.426
76 H -4.053 2.091 1.112
77 H -2.455 1.111 -0.515
78 H 0.601 1.107 2.217

Mulliken population analysis, charges in e, atoms 1 to 2:
1. Pb 1.7706
2. Br -0.1949